{"formula": "C19H19ClN8", "method": "the ωB97M-V functional and the def2-TZVPD basis", "homo_ev": -7.9, "de_lowest_ev": 2.848, "total_charge": 0, "gap_ev": 7.65, "smiles": "CCCn1cc(-c2cnc(-c3cnc4cc(Cl)cnn34)cc2NC2CC2)nn1", "total_energy_ev": -44449.419, "species": ["Cl", "N", "N", "N", "N", "N", "N", "N", "N", "C", "C", "C", "C", "C", "C", "C", "C", "C", "C", "C", "C", "C", "C", "C", "C", "C", "C", "C", "H", "H", "H", "H", "H", "H", "H", "H", "H", "H", "H", "H", "H", "H", "H", "H", "H", "H", "H"], "xyz": [[-0.02724, 7.86523, 2.42349], [-0.55984, 4.29652, 0.49026], [-0.85740, -3.06165, -0.85677], [1.47646, 5.50226, -2.20884], [-1.72257, -0.52686, 0.04886], [0.95847, 1.09646, -2.47196], [-0.29937, -4.14091, -0.46478], [1.02226, -4.00544, -0.65856], [0.20723, 4.43777, -0.62807], [-3.12163, 0.44334, 1.99053], [2.02435, -5.05448, -0.30376], [-0.73801, 0.05459, -0.67692], [-2.97172, 0.09070, 0.50746], [0.17862, 6.53943, 1.22283], [1.81284, -5.95006, 0.85919], [0.03418, -0.74910, -1.42480], [0.85532, 5.59753, -1.08417], [0.81385, 6.66296, -0.04708], [2.11394, -5.24541, 2.24160], [-0.72780, 1.44339, -0.87932], [-3.88363, -0.64013, 1.36730], [0.15370, -2.20408, -1.17524], [0.72078, -0.15878, -2.46995], [-0.51943, 5.26972, 1.43873], [1.30861, -2.74575, -0.96132], [0.29216, 1.96573, -1.65683], [1.25697, 4.14659, -2.53422], [0.56407, 3.46895, -1.54350], [3.15401, -4.78994, 2.19498], [2.95728, -4.58383, -0.16895], [0.83041, -6.37100, 0.77558], [-4.92377, -0.44440, 1.50401], [-1.39374, 2.05260, -0.26680], [2.13289, -5.71597, -1.26762], [1.36728, 7.61415, -0.23030], [-3.48992, 0.63065, -0.27576], [-2.21567, 0.22436, 2.58223], [2.24272, -2.30052, -1.23835], [-3.45326, -1.58878, 1.58566], [1.42639, 3.71675, -3.52915], [2.48898, -6.78704, 0.86498], [-0.99995, 5.13640, 2.41505], [1.37584, -4.42480, 2.38694], [2.11570, -5.88358, 3.13484], [1.35308, -0.69661, -3.16118], [-3.66022, 1.35010, 2.29909], [-1.67319, -1.53708, -0.14939]], "forces_ev_per_a": [[0.50, -1.37, -1.29], [0.86, 1.32, 2.24], [0.22, 0.58, 0.22], [-0.26, -1.96, -0.98], [-0.97, -1.50, 1.27], [0.61, 5.14, -0.68], [0.60, -1.74, -0.56], [0.87, -2.06, 2.48], [0.13, -0.20, 0.29], [1.67, 1.57, 0.18], [-0.43, -1.41, -3.26], [-3.18, 2.17, 0.32], [0.86, 1.15, -1.28], [0.02, -1.16, -2.62], [-0.21, 0.36, 2.35], [1.03, -2.35, -2.04], [-1.04, 2.05, 4.38], [0.02, 0.90, 1.10], [0.09, 0.99, -0.88], [0.60, 0.30, 0.90], [0.46, -1.56, 1.47], [-3.68, 3.89, -0.46], [1.13, -1.18, 1.38], [0.80, -0.04, -2.17], [3.03, -1.14, -1.07], [-1.23, -0.12, 0.98], [-0.32, 0.90, 0.10], [0.35, -1.58, -2.48], [-1.20, -0.41, -0.02], [1.04, 1.00, -0.12], [-0.70, -0.19, 0.44], [-0.64, -0.51, -1.00], [0.30, -0.04, -0.29], [-0.21, 1.17, 1.68], [-0.58, -0.92, -0.13], [0.33, 0.68, 0.09], [-0.67, 0.10, -0.37], [0.52, -0.36, 0.40], [-0.60, -1.03, 0.43], [0.53, 0.31, 0.71], [0.44, -0.33, -0.74], [-0.22, -0.44, -0.78], [0.58, -0.43, 0.12], [-0.26, -0.10, -0.51], [-0.33, -0.62, -0.26], [0.30, -0.44, -0.31], [-1.18, 0.63, 0.72]]}